{
  "formula": "C5H4N",
  "method": "the ωB97M-V functional and the def2-TZVPD basis",
  "fmax_ev_per_a": 5.4,
  "homo_ev": -15.9,
  "relative_energy_kcal_mol": 77.3,
  "lumo_ev": -5.7,
  "total_charge": 1,
  "species": ["C", "C", "C", "C", "C", "N", "H", "H", "H", "H"],
  "coordinates": [[-0.79030, -0.02142, 0.98925], [0.28060, 0.59529, 0.80459], [-0.17417, -0.27573, -0.71002], [-1.38721, -0.97926, 0.12313], [1.44751, 0.87814, -0.09587], [0.91917, 0.09971, -1.14999], [-1.07698, -1.97543, 0.17358], [-2.35506, -0.78500, -0.42783], [1.65147, 2.02432, -0.24125], [2.46038, 0.65243, 0.28408]],
  "forces_ev_per_angstrom": [[3.00, 2.39, 0.74], [-1.15, -0.27, 1.61], [-2.24, -1.68, 1.54], [-0.44, 1.17, -5.30], [1.77, 3.71, 1.81], [0.00, -0.44, -1.83], [-0.08, -1.71, 0.75], [0.88, -0.28, 1.25], [-1.10, -1.96, -0.45], [-0.63, -0.91, -0.12]],
  "mulliken_charge": [0.261, 0.037, 0.465, -0.145, -0.518, -0.294, 0.286, 0.294, 0.299, 0.315]
}

{
  "formula": "C40H26F5N3O5PS2Sn",
  "method": "the ωB97M-V functional and the def2-TZVPD basis",
  "fmax_ev_per_a": 0.7,
  "homo_ev": [-10.2, -10.8],
  "relative_energy_kcal_mol": 0.0,
  "lumo_ev": [-4.7, -4.6],
  "total_charge": 1,
  "species": ["Sn", "C", "O", "C", "C", "C", "C", "C", "C", "N", "N", "C", "C", "C", "C", "O", "C", "N", "C", "C", "C", "C", "H", "H", "H", "H", "H", "H", "H", "H", "H", "H", "H", "H", "O", "S", "O", "O", "C", "C", "C", "C", "C", "C", "P", "C", "C", "C", "C", "C", "C", "C", "C", "C", "C", "C", "C", "H", "H", "H", "H", "H", "H", "H", "H", "H", "H", "H", "H", "H", "H", "F", "C", "C", "F", "C", "F", "C", "S", "C", "F", "C", "F"],
  "coordinates": [[-0.59947, -0.32765, -0.21985], [0.23416, 7.22536, -6.55451], [0.92649, 6.07772, -6.06232], [1.52860, 6.17300, -4.87598], [2.14277, 5.00237, -4.39866], [2.77264, 5.00112, -3.18308], [2.81533, 6.18158, -2.41102], [2.26532, 7.35619, -2.92345], [1.60879, 7.35448, -4.13792], [3.43130, 6.25988, -1.16694], [3.74307, 5.27405, -0.47822], [3.14693, 4.10316, -0.24826], [3.98952, 3.03772, 0.18044], [3.53866, 1.76551, 0.28692], [2.16314, 1.43910, 0.04574], [1.74552, 0.26910, 0.12995], [1.24335, 2.55527, -0.28919], [-0.05482, 2.24103, -0.45292], [-0.93226, 3.20206, -0.69924], [-0.56455, 4.54636, -0.71458], [0.75591, 4.88019, -0.54459], [1.71218, 3.86832, -0.38399], [-0.28283, 6.90124, -7.44868], [0.93157, 8.02455, -6.80791], [-0.48916, 7.58623, -5.82270], [2.11102, 4.11769, -5.02444], [3.26350, 4.10418, -2.82436], [2.36062, 8.26820, -2.34277], [1.17615, 8.27069, -4.51758], [5.03317, 3.27347, 0.35334], [4.20503, 0.95402, 0.55170], [-1.95929, 2.89145, -0.84069], [-1.31926, 5.31064, -0.84123], [1.05190, 5.91834, -0.52156], [-4.54004, -0.84354, 0.87277], [-3.20154, -0.49753, 1.22012], [-2.18236, -1.56694, 1.04105], [-2.65277, 0.70616, 0.53457], [-3.08633, -0.13496, 2.94463], [-4.23652, -0.09315, 3.71525], [-4.12729, 0.16403, 5.07365], [-2.87791, 0.37068, 5.64005], [-1.72967, 0.32841, 4.86072], [-1.81428, 0.07115, 3.49594], [-0.27459, -0.00066, 2.49258], [0.50654, -1.57498, 2.96438], [-0.26207, -2.61093, 3.48899], [0.31524, -3.85033, 3.73188], [1.65717, -4.06404, 3.44985], [2.42193, -3.04322, 2.89865], [1.84807, -1.80549, 2.64464], [0.71091, 1.35192, 3.22513], [0.32637, 2.64729, 2.86978], [0.98836, 3.74854, 3.38918], [2.04589, 3.56844, 4.27191], [2.42053, 2.28577, 4.64808], [1.75695, 1.17970, 4.13034], [-5.19275, -0.27049, 3.23869], [-5.01579, 0.19913, 5.69039], [-2.79144, 0.56644, 6.70217], [-0.76285, 0.49524, 5.31933], [-1.31583, -2.45388, 3.68982], [-0.28877, -4.65273, 4.14107], [2.10852, -5.02799, 3.65535], [3.46434, -3.21370, 2.65700], [2.42916, -1.02892, 2.16184], [-0.52040, 2.78752, 2.20649], [0.67646, 4.74858, 3.11132], [2.56669, 4.42732, 4.68021], [3.22849, 2.13954, 5.35573], [2.05110, 0.18619, 4.44526], [0.14919, -8.59007, 0.51417], [0.33163, -7.30424, 0.39971], [-0.63758, -6.42721, 0.86668], [-1.73570, -6.90286, 1.43082], [-0.44412, -5.07397, 0.74553], [-1.37406, -4.27404, 1.20076], [0.71953, -4.54783, 0.15133], [1.01532, -2.88064, -0.01009], [1.68429, -5.47298, -0.30415], [2.80025, -5.04884, -0.85160], [1.49737, -6.82484, -0.18528], [2.41456, -7.67615, -0.61557]],
  "forces_ev_per_angstrom": [[-0.31, 0.49, -0.11], [0.04, -0.01, -0.02], [-0.18, 0.01, -0.10], [0.18, 0.05, 0.07], [-0.01, -0.10, -0.08], [0.05, 0.10, 0.09], [-0.04, -0.41, -0.17], [0.08, 0.12, 0.15], [-0.07, 0.15, 0.03], [-0.04, 0.21, 0.10], [0.07, -0.08, 0.08], [-0.23, 0.10, -0.17], [0.04, 0.09, -0.04], [0.04, -0.08, 0.08], [-0.03, 0.07, -0.07], [-0.07, 0.13, 0.05], [-0.09, -0.06, 0.00], [0.09, -0.18, 0.10], [0.12, -0.28, 0.15], [-0.07, 0.08, 0.02], [0.05, 0.05, -0.02], [0.19, -0.03, 0.06], [-0.02, -0.04, -0.06], [0.04, -0.01, 0.01], [-0.04, -0.03, 0.00], [0.00, 0.06, 0.07], [-0.05, 0.02, -0.06], [-0.03, -0.09, -0.06], [0.07, -0.06, 0.09], [-0.05, 0.01, -0.01], [-0.06, 0.02, 0.00], [-0.04, -0.02, 0.03], [0.01, -0.03, -0.02], [0.01, 0.03, -0.03], [0.02, 0.07, 0.19], [-0.01, -0.03, -0.13], [-0.18, -0.10, -0.09], [0.12, 0.00, -0.15], [0.10, 0.01, 0.06], [0.11, 0.00, -0.15], [0.05, 0.02, 0.08], [-0.05, 0.01, 0.10], [0.02, 0.01, -0.11], [-0.16, -0.01, -0.14], [0.13, -0.09, 0.29], [-0.09, 0.00, 0.13], [0.02, 0.14, 0.07], [0.02, -0.03, 0.04], [0.03, 0.00, 0.04], [0.05, 0.02, 0.12], [0.00, 0.00, 0.05], [-0.02, 0.00, -0.08], [-0.04, -0.04, 0.01], [0.02, 0.01, -0.02], [0.03, -0.01, 0.04], [0.02, -0.02, -0.01], [-0.01, -0.06, -0.08], [0.04, 0.01, 0.04], [0.02, 0.00, -0.01], [-0.01, -0.01, -0.05], [-0.01, 0.01, 0.01], [0.08, -0.05, 0.02], [0.03, 0.06, -0.02], [-0.03, 0.04, -0.02], [-0.05, 0.02, 0.00], [0.04, 0.01, 0.07], [0.01, 0.03, -0.04], [0.00, -0.04, 0.01], [-0.04, -0.06, -0.03], [-0.05, 0.02, -0.05], [0.00, -0.01, -0.04], [-0.10, -0.69, 0.07], [0.08, 0.46, -0.05], [0.10, -0.04, -0.03], [-0.19, -0.12, 0.10], [0.28, -0.12, -0.19], [-0.39, 0.36, 0.08], [0.07, 0.25, -0.06], [0.18, -0.30, -0.22], [-0.31, 0.04, 0.19], [0.37, 0.20, -0.19], [-0.09, -0.07, 0.05], [0.12, -0.16, -0.06]],
  "mulliken_charge": [0.675, -0.892, -0.411, 0.913, -0.880, 0.038, -0.270, -0.505, -0.271, -0.757, -0.120, -0.257, -0.535, -1.045, 0.282, -0.525, 0.190, 0.001, -0.704, -1.061, -0.823, 2.085, 0.240, 0.365, 0.374, 0.460, 0.482, 0.472, 0.447, 0.540, 0.540, 0.605, 0.506, 0.751, -0.712, 1.390, -0.547, -0.613, 0.378, -0.385, -0.634, -0.692, -0.429, -0.789, 2.334, 0.601, -0.909, -0.874, -0.735, -0.534, -0.436, 0.231, -0.593, -0.601, -0.663, -0.724, -0.204, 0.580, 0.416, 0.440, 0.473, 0.398, 0.496, 0.460, 0.465, 0.303, 0.300, 0.487, 0.423, 0.462, 0.477, -0.272, 0.651, 0.008, -0.304, -0.264, -0.229, 0.517, -0.097, 0.228, -0.297, 0.392, -0.281]
}

{
  "formula": "C3H9N3",
  "method": "the ωB97M-V functional and the def2-TZVPD basis",
  "fmax_ev_per_a": 5.4,
  "homo_ev": -8.1,
  "relative_energy_kcal_mol": 56.2,
  "smiles": "[H]/N=C/N.C=CN",
  "lumo_ev": 0.9,
  "species": ["H", "N", "C", "N", "H", "H", "H", "C", "C", "N", "H", "H", "H", "H", "H"],
  "coordinates": [[0.64457, 1.01474, 3.45608], [1.39315, 0.76112, 2.73816], [1.43788, -0.34981, 2.11279], [2.35837, -0.26177, 1.03169], [1.00506, -1.30032, 2.08891], [2.69221, -1.09258, 0.50885], [3.06236, 0.53191, 0.88573], [-1.51221, 1.32907, -1.55386], [-1.90276, 0.09553, -1.89318], [-1.42423, -1.08052, -1.27395], [-0.92183, 1.42747, -0.67071], [-1.75000, 2.04354, -2.34504], [-2.60451, -0.05325, -2.66019], [-0.61588, -1.19952, -0.80667], [-1.86218, -1.86562, -1.61861]],
  "forces_ev_per_angstrom": [[1.31, -1.42, -1.26], [-2.09, 0.18, 1.65], [3.23, 3.91, -1.85], [1.64, -0.63, -1.21], [-1.37, -1.31, 0.72], [-0.71, 0.64, 0.93], [-2.04, -1.38, 1.01], [-0.79, -0.98, -1.45], [2.16, -0.22, 2.07], [-3.78, 2.29, -1.90], [0.57, 0.72, 0.13], [0.10, 0.54, 1.05], [-0.64, -0.42, -1.06], [3.04, 0.13, 1.62], [-0.64, -2.05, -0.46]],
  "mulliken_charge": [0.215, -0.676, 0.114, -0.482, 0.386, 0.198, 0.254, -0.758, 0.019, -0.397, 0.281, 0.223, 0.295, 0.148, 0.180]
}

{
  "formula": "C7H17N2",
  "method": "the ωB97M-V functional and the def2-TZVPD basis",
  "fmax_ev_per_a": 1.5,
  "homo_ev": -13.9,
  "relative_energy_kcal_mol": 77.3,
  "lumo_ev": -4.3,
  "total_charge": 1,
  "species": ["C", "C", "C", "C", "C", "C", "C", "N", "N", "H", "H", "H", "H", "H", "H", "H", "H", "H", "H", "H", "H", "H", "H", "H", "H", "H"],
  "coordinates": [[0.55644, -1.23094, -1.62508], [-2.26157, 1.30578, -0.79000], [-0.05894, 2.33464, -1.42072], [-0.20221, -2.48557, 1.13445], [0.49163, -0.21159, 1.97466], [-0.99485, 1.96522, -0.47149], [0.63916, -1.24494, 0.86319], [1.16652, -0.00415, -1.19582], [0.18717, -0.63719, -0.38691], [-0.16007, -1.15935, -2.43321], [1.17784, -2.12307, -1.63340], [-2.40476, 0.41981, -0.17267], [-3.08506, 1.97796, -0.53091], [-2.34641, 1.04963, -1.84306], [0.61518, 1.29538, -1.44934], [0.67400, 3.08204, -1.13789], [-0.40160, 2.40295, -2.44934], [-1.25479, -2.22346, 1.17227], [-0.05607, -3.23492, 0.36003], [0.08626, -2.91646, 2.08797], [0.85565, -0.62469, 2.90912], [-0.55439, 0.04935, 2.10217], [1.06254, 0.68766, 1.75535], [-0.80536, 2.16283, 0.57482], [1.69989, -1.53920, 0.77231], [2.14206, -0.07035, -0.89393]],
  "forces_ev_per_angstrom": [[-0.05, -0.57, -0.45], [-0.37, -0.17, -0.05], [-0.85, 1.23, 0.24], [0.22, 0.21, -0.19], [0.17, -0.26, -0.24], [0.21, -0.07, -0.53], [0.21, -0.19, 0.52], [0.91, 0.93, -0.54], [-0.51, 0.16, 0.38], [0.00, 0.03, -0.02], [0.01, 0.08, 0.12], [0.00, 0.02, 0.01], [-0.01, 0.15, 0.01], [0.00, -0.01, -0.03], [0.37, -1.12, 0.26], [0.14, -0.03, 0.08], [-0.02, -0.13, -0.08], [-0.18, 0.02, 0.04], [-0.02, -0.11, -0.03], [0.00, -0.07, 0.08], [0.06, 0.00, 0.14], [-0.17, 0.05, 0.03], [0.08, 0.14, 0.01], [0.16, 0.00, 0.15], [-0.13, 0.03, -0.06], [-0.22, -0.31, 0.15]],
  "mulliken_charge": [-0.359, -1.051, -0.935, -1.389, -1.343, 0.361, 0.293, -0.391, 0.148, 0.235, 0.319, 0.237, 0.408, 0.314, 0.315, 0.382, 0.356, 0.331, 0.360, 0.425, 0.455, 0.279, 0.334, 0.371, 0.269, 0.275]
}

For the records above, the corresponding calculated total energy values read -6724.98860; -106979.96414; -7725.13817; -10505.19725 eV.